Entry 1:
Here is a molecular structure, C27H32CsN9O6S2Si from the Open Molecules 2025 dataset. Energies are from ωB97M-V/def2-TZVPD.

## Properties
* HOMO-LUMO gap: 5.7 eV
* charge: -2
* lowest unoccupied orbital energy: 3.6 eV

XYZ file:
```
78
Properties=species:S:1:pos:R:3:forces:R:3
Cs -1.32700 -0.81388 -0.45932 0.12 0.04 0.18
C 2.08529 3.84783 1.44650 0.00 -0.01 0.01
Si 0.57652 2.67903 1.57967 0.00 0.00 0.01
C 1.30868 0.96385 1.67695 0.00 0.02 -0.03
C -0.16584 3.05732 3.28176 0.00 0.00 0.00
N -0.59498 2.78685 0.34768 -0.01 0.00 -0.03
C -1.32778 3.88428 0.12712 -0.02 0.01 0.00
C -1.01302 5.21115 0.56640 0.00 0.00 0.00
C -1.80493 6.31406 0.30842 -0.01 0.00 0.00
C -2.98851 6.20565 -0.41512 0.00 0.00 0.00
C -3.34257 4.93817 -0.86901 0.00 0.00 0.00
C -2.54946 3.84217 -0.61314 0.00 0.00 0.00
O -3.02654 2.60516 -1.06923 0.01 -0.01 -0.02
C -2.59255 2.17075 -2.27301 0.00 0.02 0.02
C -1.61691 2.81479 -3.03013 0.00 0.00 0.01
C -1.22872 2.26711 -4.24526 0.00 0.00 0.00
C -1.79516 1.09244 -4.71971 0.00 0.00 0.00
C -2.77996 0.46525 -3.96423 0.00 0.01 -0.01
C -3.18433 1.00332 -2.75486 -0.01 -0.04 -0.01
H 2.90718 3.44198 2.04552 0.00 0.00 0.00
H 1.87761 4.85687 1.81191 0.00 0.00 0.00
H 2.43840 3.93357 0.41625 -0.01 0.00 -0.01
H 2.00145 0.89691 2.52120 0.00 0.01 0.00
H 1.88630 0.70089 0.78829 -0.01 -0.01 0.00
H 0.56617 0.18062 1.84283 0.02 0.01 0.00
H 0.59995 3.02975 4.06317 0.00 0.00 0.00
H -0.92826 2.31385 3.52839 0.00 0.00 0.00
H -0.64157 4.04137 3.30109 0.00 0.00 0.00
H -0.09826 5.34906 1.12855 0.00 0.00 0.00
H -1.48916 7.28310 0.68360 0.00 0.00 0.00
H -3.61477 7.06568 -0.61406 0.00 0.00 0.00
H -4.25690 4.77906 -1.43085 0.00 0.00 0.00
H -1.16252 3.72012 -2.65027 0.00 0.00 0.00
H -0.45467 2.76260 -4.82002 0.00 0.00 0.00
H -1.47030 0.66610 -5.65993 0.00 0.00 0.00
H -3.23490 -0.45367 -4.31317 0.00 0.00 0.00
H -3.95363 0.53311 -2.15458 -0.01 -0.03 -0.01
C 1.58447 -6.63695 -0.49161 0.00 0.00 0.00
C 2.78160 -6.06860 -0.93283 0.00 -0.01 0.00
C 2.90481 -4.69837 -1.04691 0.00 0.01 0.00
C 1.81843 -3.89426 -0.70023 0.00 0.00 0.00
C 0.64336 -4.45072 -0.22829 0.02 0.03 0.02
C 0.51440 -5.83177 -0.14206 0.01 0.01 0.04
N 1.79796 -2.47266 -0.82185 0.00 0.01 -0.05
N 2.80019 -1.97770 -1.34761 0.01 0.02 0.03
C 2.71538 -0.55614 -1.48940 0.02 -0.03 0.01
C 3.90346 0.15123 -1.36784 -0.01 0.02 0.00
C 3.85563 1.52783 -1.50334 -0.02 -0.01 0.00
C 2.63738 2.13085 -1.77258 0.03 0.01 0.02
C 1.51164 1.32904 -1.88543 -0.02 -0.03 -0.01
N 1.54405 0.00356 -1.75727 0.02 0.02 -0.04
H 1.49803 -7.71483 -0.41848 0.00 0.00 0.00
H 3.61932 -6.70697 -1.18787 0.00 0.00 0.00
H 3.82057 -4.23869 -1.39096 0.00 0.00 0.00
H -0.18367 -3.81466 0.06059 -0.07 -0.10 -0.13
H -0.42605 -6.24314 0.20594 0.00 0.00 0.00
H 4.81703 -0.38209 -1.14568 0.00 0.00 0.00
H 4.75354 2.12228 -1.38773 0.00 0.00 0.00
H 2.54286 3.20342 -1.87059 0.00 0.00 0.00
H 0.53953 1.77302 -2.05607 0.00 0.00 0.00
N -1.41302 -1.27884 2.76205 -0.03 -0.18 0.03
N -1.13684 -2.63607 3.04957 -0.02 0.03 0.00
C 0.07706 -3.18001 2.86253 0.00 -0.02 0.02
N 0.09326 -4.52224 2.91540 -0.03 0.01 -0.03
N 1.10066 -2.32905 2.68399 -0.01 -0.01 0.00
N 2.33991 -2.83024 2.52709 0.01 0.02 0.00
O 3.20009 -2.02348 2.19974 0.00 -0.01 0.00
O 2.62355 -4.02613 2.72354 0.01 -0.01 0.00
H -1.48238 -0.78963 3.64781 0.00 0.06 -0.03
H -2.34412 -1.32445 2.33615 0.02 0.03 0.03
H -1.92811 -3.28699 2.94732 0.00 0.01 0.01
H -0.79285 -4.97079 2.65866 0.00 0.01 0.00
H 0.97794 -4.95073 2.69845 0.00 0.00 0.01
O -2.24726 -3.71655 -0.36125 -0.01 0.10 -0.01
S -3.42046 -3.68872 0.54377 -0.03 0.03 0.02
O -4.65694 -4.03012 -0.14009 -0.02 -0.01 -0.01
O -3.49717 -2.34203 1.17973 0.04 -0.02 0.00
S -3.09155 -5.06394 2.03426 0.01 0.01 0.00
```
Forces are in eV/Å.

Entry 2:
Here is a molecular structure, C27H32IIrN7O3S from the Open Molecules 2025 dataset. Energies are from ωB97M-V/def2-TZVPD.

## Properties
* 2S+1: 6
* expectation value of S²: 8.8356
* HOMO-LUMO gap (alpha / beta): 6.6 / 5.4 eV
* charge: +2
* lowest unoccupied orbital energy (alpha / beta): -5.9 / -7.9 eV

XYZ file:
```
72
Properties=species:S:1:pos:R:3:forces:R:3
Ir 0.20130 0.16242 0.36716 0.02 0.00 0.04
C -4.85643 -2.38916 1.94008 -0.01 0.02 -0.01
C -4.77447 -0.90267 2.25724 -0.01 -0.01 -0.02
N -4.26052 -0.11917 1.13480 0.00 -0.01 0.05
C -2.98153 0.03779 0.83872 0.08 -0.07 -0.02
S -1.73394 -0.63850 1.74922 -0.02 0.08 -0.06
N -2.82879 0.85670 -0.28808 -0.03 0.00 0.07
N -1.60831 1.00114 -0.69295 0.08 0.05 -0.09
C -1.39683 1.79814 -1.73742 -0.13 -0.05 0.07
C -2.50165 2.42113 -2.51484 0.01 0.00 0.01
C 0.00294 2.03586 -2.09227 0.10 0.01 -0.03
C 0.32792 2.71395 -3.26286 -0.02 0.00 -0.01
C 1.66041 2.92709 -3.58158 0.03 0.01 -0.02
C 2.63444 2.46640 -2.71607 -0.01 -0.01 0.03
C 2.23757 1.80451 -1.55936 0.03 0.03 -0.02
N 0.96563 1.59243 -1.25008 -0.10 0.01 0.01
H -5.25708 -2.92171 2.80151 0.01 0.00 0.00
H -3.87222 -2.79761 1.71338 0.00 0.00 0.00
H -5.51732 -2.56929 1.09263 0.00 -0.01 0.00
H -4.12256 -0.72078 3.11209 0.00 0.01 0.01
H -5.75874 -0.50315 2.49375 0.00 0.01 0.00
H -4.91444 0.33541 0.51240 0.00 -0.01 0.00
H -3.44924 2.29067 -2.00528 -0.01 0.01 -0.01
H -2.57457 1.95154 -3.50011 0.01 -0.01 0.00
H -2.31556 3.48346 -2.67334 0.01 0.00 0.01
H -0.45134 3.06492 -3.92315 0.00 0.00 0.00
H 1.92810 3.44657 -4.49168 0.00 0.00 0.00
H 3.68647 2.60945 -2.91814 0.00 0.01 0.00
H 2.97352 1.42836 -0.85954 -0.02 -0.01 0.01
C -0.14287 -1.41402 -4.39084 -0.01 0.01 0.00
C 0.57900 -2.36793 -3.50761 0.02 0.01 0.15
N 1.15682 -3.41881 -4.02704 0.06 -0.09 0.01
C 1.80310 -4.26831 -3.21218 -0.06 0.07 -0.03
C 1.91209 -4.13171 -1.81834 0.02 -0.05 -0.01
C 2.64373 -5.20030 -1.03118 -0.01 -0.04 -0.05
O 1.79742 -5.82292 -0.07870 0.00 0.03 0.02
C 1.32994 -3.02920 -1.21833 -0.08 0.06 0.10
C 1.39824 -2.89112 0.23636 0.04 -0.04 -0.07
N 1.04598 -1.88109 0.94106 -0.06 0.06 -0.06
C 1.17424 -2.04365 2.35459 0.00 -0.03 0.05
C 0.66050 -3.16310 2.99905 -0.02 -0.04 -0.03
C 0.78817 -3.29409 4.37336 0.01 0.02 0.01
C 1.42975 -2.31135 5.11187 0.00 0.00 -0.02
C 1.94177 -1.18558 4.47901 0.00 -0.01 0.04
C 1.79764 -1.06026 3.11088 0.05 0.09 -0.04
I 2.54894 0.61900 2.11934 -0.02 -0.07 0.04
C 0.63924 -2.08710 -2.06569 0.01 -0.04 -0.06
O 0.09294 -1.04394 -1.64941 0.03 0.05 0.00
H -0.13174 -1.78837 -5.40994 0.00 0.01 -0.01
H 0.33343 -0.43087 -4.35490 0.00 0.00 0.00
H -1.17221 -1.28280 -4.05137 0.01 0.00 0.00
H 2.25847 -5.12328 -3.69949 0.01 -0.01 0.01
H 3.47390 -4.75579 -0.48052 0.01 0.00 0.01
H 3.07555 -5.92639 -1.72150 0.00 0.01 0.00
H 1.37506 -6.59448 -0.46892 0.00 -0.01 -0.01
H 1.78931 -3.75667 0.76472 0.02 -0.01 -0.04
H 0.14388 -3.91942 2.42069 0.00 0.00 0.01
H 0.38142 -4.16571 4.86721 0.00 0.00 0.00
H 1.53213 -2.41208 6.18349 0.00 0.00 0.00
H 2.44558 -0.41816 5.05032 0.00 0.00 0.00
C -0.80267 5.83432 2.01398 0.00 0.00 0.01
N -0.90110 4.40286 2.25388 0.02 0.00 0.00
C -1.59980 3.98010 3.45876 0.00 0.00 0.00
C -0.32887 3.52008 1.44471 0.09 0.01 -0.02
O -0.34255 2.29617 1.60966 -0.12 -0.04 0.00
H -1.79741 6.27060 1.92392 0.00 -0.01 0.00
H -0.25009 6.02065 1.09546 0.00 -0.01 0.00
H -0.28290 6.31973 2.84015 0.00 0.00 0.00
H -1.08934 4.37104 4.33954 0.00 0.00 0.00
H -1.61471 2.89555 3.50122 0.00 0.00 -0.01
H -2.61938 4.36563 3.44652 0.00 0.00 0.00
H 0.18616 3.98008 0.58798 -0.02 0.00 -0.01
```
Forces are in eV/Å.

Entry 3:
Here is a molecular structure, C27H32N3OS4Tc from the Open Molecules 2025 dataset. Energies are from ωB97M-V/def2-TZVPD.

## Properties
* 2S+1: 2
* expectation value of S²: 0.7815
* HOMO-LUMO gap (alpha / beta): 6.6 / 6.0 eV
* charge: +1
* lowest unoccupied orbital energy (alpha / beta): -3.6 / -3.7 eV

XYZ file:
```
68
Properties=species:S:1:pos:R:3:forces:R:3
Tc -0.53191 0.71531 -0.74181 -0.83 1.84 -2.17
C 1.34531 1.02968 -4.27130 -0.26 0.12 0.51
C 2.67697 1.34629 -3.62007 0.18 -0.35 0.33
S 2.86253 0.36193 -2.08349 0.36 0.43 -0.12
C 3.67397 1.60509 -1.00937 0.01 -0.31 -0.46
C 3.52907 1.19166 0.43905 -0.56 -0.08 -0.09
S 1.79338 0.97966 0.97495 -0.08 0.31 0.01
C 1.39295 2.64900 1.60904 -0.01 -0.43 -0.19
C 1.05755 3.69089 0.55971 -0.28 0.05 -0.16
S -0.35510 3.20322 -0.51705 0.41 -0.21 -0.19
C 0.24765 3.80834 -2.14878 -0.11 0.06 0.26
C -0.44622 3.05745 -3.26589 0.07 -0.44 0.15
S -0.15980 1.25106 -3.23783 -0.20 0.25 -0.05
H 1.31307 -0.02809 -4.54033 -0.04 0.08 -0.12
H 1.19207 1.62965 -5.16976 -0.01 -0.12 -0.03
H 2.77178 2.40287 -3.37044 -0.01 -0.01 -0.02
H 3.48137 1.07819 -4.31007 -0.05 0.14 0.05
H 3.20997 2.57097 -1.20208 -0.01 0.06 0.04
H 4.73043 1.66220 -1.27298 0.01 0.09 0.03
H 3.99535 1.91378 1.10854 0.08 -0.07 0.01
H 3.98661 0.21497 0.59055 0.10 0.02 0.10
H 2.24327 2.98869 2.20194 -0.09 0.01 0.08
H 0.54127 2.49235 2.27166 0.11 0.00 0.07
H 1.91430 3.90860 -0.07656 -0.04 0.00 -0.02
H 0.74990 4.61279 1.05607 0.13 0.01 -0.03
H 1.32973 3.68511 -2.19509 -0.03 -0.04 0.06
H 0.00868 4.87130 -2.21031 0.06 -0.02 -0.01
H -0.14465 3.43605 -4.24072 -0.04 0.07 -0.03
H -1.52752 3.15716 -3.15695 0.04 0.04 -0.15
N 0.67304 -7.18145 5.63428 0.06 -0.32 0.26
C 0.50764 -6.30965 4.91012 0.05 -0.42 0.31
C 0.31036 -5.22918 4.01971 -0.10 0.72 -0.59
C 1.40769 -4.48076 3.59171 -0.16 -0.14 0.08
C 1.21693 -3.41992 2.73001 -0.10 0.21 -0.15
C -0.06397 -3.08112 2.29910 0.02 -0.33 0.38
C -1.15430 -3.83611 2.72883 0.07 0.13 -0.15
C -0.97375 -4.91147 3.57423 0.21 -0.07 0.10
C -0.27723 -1.94506 1.38250 -0.26 0.40 -0.70
C -0.90275 -0.78790 1.87726 0.22 -0.19 -0.19
C -1.46758 -0.59381 3.14912 -0.44 0.74 0.37
C -1.99558 0.70146 3.16967 0.11 -1.21 0.88
C -1.73065 1.25621 1.93637 0.83 -0.72 -1.11
N -1.06288 0.37324 1.14388 -1.04 0.66 1.50
C 0.06903 -2.13893 0.03041 0.02 0.10 0.67
C 0.58673 -3.30535 -0.55251 0.11 -0.17 -0.87
C 0.60520 -3.09876 -1.93860 0.31 -0.84 0.92
C 0.10507 -1.83547 -2.14829 -0.48 0.74 0.82
N -0.20545 -1.22925 -0.96990 -0.02 -0.71 -1.05
H 2.39722 -4.74043 3.93791 0.04 0.00 0.01
H 2.06049 -2.83593 2.39124 0.08 0.04 -0.01
H -2.14273 -3.58311 2.37456 -0.10 0.01 0.00
H -1.81353 -5.51184 3.89059 -0.05 -0.01 0.04
H -1.51296 -1.32147 3.93340 0.06 -0.13 0.22
H -2.50826 1.17027 3.98629 -0.10 0.09 0.15
H -1.96281 2.24573 1.58286 -0.08 0.12 -0.11
H 0.88665 -4.19228 -0.03263 0.04 -0.22 0.14
H 0.93563 -3.79123 -2.68734 0.04 -0.13 -0.14
H -0.08549 -1.33894 -3.08186 0.00 0.06 -0.11
C -4.40287 2.24901 -1.04797 -0.54 0.05 -0.07
O -3.01262 1.97121 -1.22889 -0.13 -0.16 -0.14
C -2.52981 0.74349 -1.22029 2.43 0.10 0.81
C -3.46534 -0.40851 -1.16322 -0.11 0.17 -0.17
H -4.76166 1.81239 -0.11757 0.01 0.00 0.03
H -4.99445 1.86719 -1.88193 0.07 0.05 0.03
H -4.48797 3.33367 -1.00155 0.02 -0.13 -0.02
H -4.29146 -0.30474 -1.86795 -0.06 -0.03 -0.05
H -3.89962 -0.45895 -0.15837 0.02 0.05 0.07
H -2.93796 -1.33842 -1.34578 0.08 -0.01 -0.02
```
Forces are in eV/Å.

Entry 4:
Here is a single C27H32N4O6 molecule from the Open Molecules 2025 dataset. Energies are from ωB97M-V/def2-TZVPD.

## Properties
* HOMO-LUMO gap: 7.8 eV
* charge: 0
* SMILES: CCOCCCN(C)C1CCN(C(=O)c2oc3ccccc3c2NC(=O)c2cccc([N+](=O)[O-])c2)CC1
* lowest unoccupied orbital energy: -0.5 eV

XYZ file:
```
69
Properties=species:S:1:pos:R:3:forces:R:3
C 7.09566 2.35578 3.44725 -0.14 -0.03 -0.42
C 6.26364 2.63078 2.19650 -0.02 0.17 0.29
O 6.35664 1.62773 1.21136 0.00 -0.16 -0.17
C 7.58982 1.57824 0.52409 0.30 -0.17 -0.10
C 7.47004 0.64813 -0.68071 -0.16 0.48 0.29
H 8.46793 0.52699 -1.10256 0.04 -0.07 0.02
H 7.13130 -0.32990 -0.34074 0.06 -0.08 0.00
C 6.49902 1.15639 -1.76232 0.08 -0.21 0.10
N 5.40786 0.22048 -1.98122 0.12 -0.01 -0.13
C 4.85530 0.32072 -3.31496 0.05 0.02 0.05
H 4.49447 1.32859 -3.56843 -0.06 0.00 -0.04
H 5.62809 0.04456 -4.03305 -0.04 0.02 -0.07
H 4.03240 -0.38175 -3.42137 -0.09 -0.02 -0.09
C 4.43169 0.22376 -0.90154 -0.23 -0.26 -0.13
C 3.34614 1.31006 -0.97655 0.32 -0.12 0.26
C 2.47382 1.22854 0.27373 -0.18 0.52 -0.23
N 1.86912 -0.08673 0.37741 -0.04 0.14 0.11
C 0.53705 -0.19859 0.23113 0.22 0.08 0.12
O -0.16196 0.82175 0.09037 -0.16 -0.03 -0.05
C -0.14831 -1.49093 0.25582 -1.26 0.00 -0.13
C -1.52360 -1.65876 0.16301 0.93 0.09 0.00
N -2.36669 -0.57685 0.04987 0.27 0.52 0.03
C -3.70761 -0.50200 -0.14638 -0.01 -0.01 -0.01
O -4.46452 -1.44713 -0.22484 -0.05 -0.06 0.03
C -4.21632 0.90695 -0.24904 -0.24 0.31 -0.10
C -5.56430 1.10351 0.02973 -0.17 0.04 0.04
C -6.10672 2.37526 -0.06402 1.30 -0.19 -0.27
C -5.33062 3.46222 -0.44923 -0.25 -0.05 0.06
C -3.99522 3.25879 -0.74143 -0.01 -0.04 0.02
C -3.43601 1.99359 -0.64205 -0.11 -0.12 0.08
H -2.39186 1.87019 -0.88716 0.12 -0.03 -0.02
H -3.38138 4.09112 -1.04908 0.04 0.07 -0.03
H -5.78408 4.43930 -0.51513 0.00 0.02 -0.01
N -7.50347 2.57807 0.24194 -0.51 0.08 0.13
O -7.95732 3.69021 0.07306 -0.14 0.25 -0.03
O -8.13550 1.62965 0.65052 -0.18 -0.22 0.09
H -6.18200 0.26445 0.31485 0.01 0.00 -0.01
H -1.80656 0.28642 0.08794 -0.23 -0.19 0.00
C -1.76876 -3.07058 0.22592 0.45 -0.30 0.05
C -2.89260 -3.89844 0.19801 -0.10 -0.11 0.00
C -2.70178 -5.25859 0.29306 -0.12 -0.02 0.00
C -1.42641 -5.81467 0.41490 0.12 0.05 0.00
C -0.29921 -5.02051 0.44563 0.22 0.12 0.01
C -0.49030 -3.65041 0.35129 -0.88 0.09 -0.07
O 0.47645 -2.70689 0.36851 0.22 -0.23 0.03
H 0.69216 -5.43389 0.53950 0.11 -0.06 0.01
H -1.32078 -6.88662 0.48655 0.03 -0.09 0.01
H -3.55824 -5.91518 0.27324 -0.08 -0.04 0.00
H -3.87626 -3.47113 0.09908 0.00 0.00 0.00
C 2.85511 -1.13811 0.47739 0.21 -0.62 -0.18
H 2.37656 -2.10356 0.60534 0.16 0.20 0.08
C 3.74365 -1.13889 -0.76836 0.12 0.25 0.30
H 4.49503 -1.92372 -0.68629 0.06 -0.03 -0.01
H 3.12760 -1.34764 -1.64443 -0.05 -0.06 -0.07
H 3.47352 -0.93335 1.35974 -0.04 -0.04 -0.02
H 1.67171 1.96718 0.24112 0.20 -0.10 0.10
H 3.08880 1.39906 1.16359 -0.02 -0.01 0.01
H 3.80213 2.29952 -1.03095 -0.01 0.09 -0.04
H 2.71971 1.16670 -1.85872 -0.03 0.03 -0.05
H 5.00080 0.39740 0.01614 -0.12 -0.05 -0.04
H 6.13057 2.15726 -1.48729 0.02 0.06 -0.06
H 7.03450 1.25569 -2.70841 -0.05 0.06 0.02
H 7.86901 2.59103 0.19249 -0.01 -0.05 0.05
H 8.38319 1.20691 1.18867 -0.06 0.10 -0.05
H 5.20253 2.66384 2.46032 0.10 0.10 -0.01
H 6.54757 3.60447 1.76763 -0.09 -0.08 0.01
H 6.86994 1.36423 3.83193 -0.01 -0.08 0.08
H 8.15945 2.41396 3.23087 0.11 0.01 0.05
H 6.85755 3.09269 4.20915 0.01 0.08 0.11
```
Forces are in eV/Å.

- charge of number 3 (C27H32N3OS4Tc)?
  +1

- What is the charge in the third record?
  +1